Formula: C31H46N6O4PS2Ti
Source: the Open Molecules 2025 dataset
Level of theory: ωB97M-V/def2-TZVPD

Summary:
Molar mass in Da: 709.72
HOMO (alpha / beta) in eV: -6.74 / -7.73
F_max in eV Å⁻¹: 0.8
Relative energy (zero: lowest compared OMol25 entry of this formula, charge and spin) in eV: 0.000
E_tot in eV: -104104.0660
⟨S²⟩: 0.753
2S+1: 2

Cartesian coordinates (Å):
Ti 0.4120 -0.9922 0.3236
O -4.9453 -0.2728 -0.5213
C -4.7906 -0.2117 0.8256
C -5.8584 0.1940 1.6244
C -5.7383 0.2659 3.0001
C -4.5366 -0.0710 3.6027
C -3.4745 -0.4709 2.8126
C -3.5659 -0.5526 1.4222
C -2.3371 -0.9599 0.6841
O -1.3066 -1.2737 1.4083
N -2.3767 -0.9749 -0.6168
N -1.1461 -1.3814 -1.1650
C -1.2964 -2.1829 -2.1439
S -2.8704 -2.7549 -2.6335
C -2.2452 -3.6141 -4.1119
C -0.8316 -4.0894 -3.8422
S 0.0789 -2.7013 -3.1070
H -5.8465 -0.0058 -0.7351
H -6.7972 0.4562 1.1465
H -6.5839 0.5861 3.5956
H -4.4255 -0.0176 4.6776
H -2.5233 -0.7238 3.2587
H -2.2650 -2.9312 -4.9607
H -2.9173 -4.4482 -4.3125
H -0.3244 -4.3668 -4.7657
H -0.8237 -4.9389 -3.1595
C 1.0833 3.2349 2.4527
C 1.7216 3.1567 1.0591
C 2.9150 2.1989 1.1991
C 2.2236 4.5481 0.6634
P 0.4685 2.3799 -0.1244
N 0.3660 0.8493 0.1318
C 1.0240 2.6691 -1.9071
C 0.8180 4.0878 -2.4465
C 2.5133 2.3108 -2.0003
C 0.2939 1.6678 -2.8211
C -1.2357 3.1606 0.1624
C -1.2674 4.6908 0.2358
C -2.1615 2.7075 -0.9762
C -1.8240 2.5638 1.4570
H 1.8627 3.4970 3.1731
H 0.6586 2.2740 2.7470
H 0.3135 3.9985 2.5164
H 3.4796 2.4744 2.0945
H 3.5947 2.2445 0.3529
H 2.5601 1.1765 1.3172
H 2.8927 4.9083 1.4507
H 1.4150 5.2701 0.5640
H 2.7930 4.5384 -0.2656
H 1.3004 4.8507 -1.8345
H -0.2360 4.3415 -2.5422
H 1.2569 4.1429 -3.4470
H 3.1552 3.0398 -1.5096
H 2.7966 2.2880 -3.0555
H 2.7019 1.3194 -1.5845
H -0.7289 1.9621 -3.0376
H 0.2819 0.6736 -2.3767
H 0.8314 1.6142 -3.7715
H -0.8294 5.1629 -0.6436
H -0.7628 5.0776 1.1190
H -2.3116 5.0122 0.2953
H -1.9204 3.1837 -1.9234
H -3.1833 2.9997 -0.7190
H -2.1460 1.6225 -1.0951
H -1.5659 3.1478 2.3365
H -1.4882 1.5378 1.6041
H -2.9145 2.5501 1.3826
O 1.9472 -1.2522 1.9076
C 2.8699 -1.3381 1.0715
C 4.3356 -1.5644 1.3652
C 4.9424 -1.5880 -0.0355
C 3.7324 -1.4734 -0.9754
O 3.7866 -1.5720 -2.1804
N 2.5946 -1.2567 -0.2329
H 4.4451 -2.5046 1.9075
H 4.7093 -0.7688 2.0096
H 5.4915 -2.4988 -0.2687
H 5.6076 -0.7467 -0.2306
N 1.4680 -7.3716 1.5223
C 1.2128 -6.0725 1.1818
C 1.8489 -5.4657 0.0935
C 1.5385 -4.1620 -0.2280
N 0.6467 -3.4295 0.4466
C 0.0363 -4.0073 1.4870
C 0.2803 -5.3047 1.8848
H 2.2745 -7.8259 1.1339
H 1.1528 -7.7104 2.4131
H 2.5768 -6.0080 -0.4969
H 2.0205 -3.6749 -1.0655
H -0.6801 -3.3895 2.0137
H -0.2482 -5.7154 2.7356

Atomic partial charges in e from the Löwdin method, atoms 1 to 8: 0.94, 0.05, -0.26, -0.03, -0.09, -0.09, -0.03, -0.08